No. 1
ORCA calculation (ωB97M-V/def2-TZVPD) on 2 unconnected molecules or ions with the total composition C11H20BN3O5P in a non-equilibrium geometry.

The geometry in ORCA input format:
```
! wB97M-V def2-TZVPD RIJCOSX def2/J DEFGRID3
* xyz 1 1
C -2.360 -3.273 1.280
C -1.883 -1.945 0.590
C -1.255 -1.046 1.712
C -1.122 0.475 1.302
C 0.317 0.982 1.509
N 1.257 0.613 0.382
C 2.529 0.911 0.545
C 3.517 0.659 -0.453
B 5.080 1.001 -0.304
O 5.458 2.308 -0.091
O 6.042 0.023 -0.420
C 2.956 0.067 -1.626
C 1.575 -0.208 -1.593
P 0.868 -0.980 -3.152
O 1.585 -0.330 -4.253
O -0.716 -0.663 -3.270
O 1.223 -2.567 -3.200
N 0.684 0.030 -0.642
H -3.385 -3.138 1.672
H -2.360 -4.052 0.494
H -1.683 -3.537 2.110
H -1.094 -2.117 -0.164
H -2.752 -1.383 0.210
H -0.293 -1.450 2.095
H -1.953 -1.117 2.572
H -1.747 1.017 2.042
H -1.571 0.701 0.313
H 0.726 0.447 2.392
H 0.412 2.057 1.742
H 2.849 1.373 1.487
H 4.692 2.747 0.310
H 5.636 -0.774 -0.041
H 3.546 -0.193 -2.512
H -0.954 -0.028 -2.568
H 1.240 -2.871 -2.272
C -4.726 3.138 0.433
C -4.086 1.872 0.041
N -3.590 0.888 -0.266
H -4.647 3.273 1.511
H -4.235 3.970 -0.069
H -5.778 3.121 0.152
*
```

Its energy is -36400.705 eV. The HOMO-LUMO gap comes out at 0.3108 hartree. Its HOMO energy is -13.73 eV. The energy relative to the best compared isomer or geometry (same formula, charge and spin) is 22.9 kcal/mol.



No. 2
ORCA calculation (ωB97M-V/def2-TZVPD) on a molecular structure, C33H35BeClN7O6P2S2 in a non-equilibrium geometry.

The geometry in ORCA input format:
```
! wB97M-V def2-TZVPD RIJCOSX def2/J DEFGRID3
* xyz -1 1
Be 13.510 9.768 12.789
C 20.836 6.925 11.636
N 19.452 6.466 11.524
C 19.115 5.467 12.578
N 19.390 5.884 13.936
C 20.797 6.422 14.000
N 21.148 7.436 13.000
C 20.460 8.714 13.294
P 18.635 8.348 13.311
C 18.536 7.582 11.652
C 18.457 6.872 14.461
H 20.990 7.673 10.880
H 21.468 6.020 11.361
H 19.619 4.516 12.432
H 18.012 5.289 12.486
H 21.487 5.570 13.843
H 21.013 6.850 14.993
H 20.668 9.446 12.497
H 20.749 9.137 14.265
H 18.723 8.229 10.770
H 17.546 7.119 11.644
H 17.438 6.487 14.338
H 18.656 7.163 15.484
N 12.266 10.033 13.649
P 11.130 10.464 14.619
C 10.167 9.142 15.411
C 10.418 7.832 15.087
C 9.588 6.807 15.546
C 8.564 7.085 16.465
C 8.371 8.391 16.853
C 9.119 9.411 16.329
C 11.762 11.238 16.125
C 11.179 12.359 16.735
C 11.799 12.953 17.847
C 12.898 12.343 18.467
C 13.501 11.278 17.840
C 12.944 10.756 16.659
C 9.911 11.544 13.939
C 8.609 11.144 13.619
C 7.691 12.065 13.134
C 8.030 13.406 12.992
C 9.357 13.785 13.099
C 10.279 12.809 13.577
H 11.285 7.577 14.415
H 9.655 5.788 15.122
H 7.957 6.230 16.860
H 7.660 8.663 17.632
H 8.888 10.453 16.664
H 10.241 12.816 16.307
H 11.356 13.826 18.285
H 13.236 12.804 19.384
H 14.421 10.826 18.206
H 13.443 9.999 16.061
H 8.301 10.096 13.737
H 6.709 11.701 12.854
H 7.200 14.137 12.846
H 9.770 14.741 12.774
H 11.343 13.061 13.554
O 13.071 6.344 12.637
Cl 14.193 7.080 13.191
O 15.434 6.443 12.948
O 14.039 7.376 14.616
O 14.280 8.447 12.445
N 17.934 11.540 6.721
C 17.098 11.613 7.762
C 16.404 12.772 8.062
C 15.310 12.764 8.869
C 14.935 11.581 9.519
C 15.763 10.415 9.400
C 16.836 10.435 8.521
S 13.471 11.385 10.485
O 12.991 10.044 10.132
O 12.618 12.537 10.313
N 14.065 11.226 12.006
C 15.011 11.906 12.677
S 15.665 13.520 12.401
C 16.524 13.450 13.821
C 16.372 12.223 14.467
N 15.500 11.415 13.787
H 18.189 12.396 6.279
H 18.455 10.738 6.405
H 16.605 13.689 7.495
H 14.742 13.703 8.983
H 15.410 9.483 9.882
H 17.493 9.557 8.449
H 17.171 14.230 14.235
H 16.891 11.905 15.392
*
```

Its energy is -110672.378 eV. The HOMO-LUMO gap comes out at 0.2656 hartree. Its HOMO energy is -4.85 eV. The energy relative to the best compared isomer or geometry (same formula, charge and spin) is 0.0 kcal/mol.



No. 3
ORCA calculation (ωB97M-V/def2-TZVPD) on a molecular structure, C2H3FN2O2S in a non-equilibrium geometry.

The geometry in ORCA input format:
```
! wB97M-V def2-TZVPD RIJCOSX def2/J DEFGRID3
* xyz 0 1
C -1.272 -2.060 -0.537
C -0.648 -0.829 -0.806
N -2.015 -2.906 -0.359
N -0.078 1.502 0.833
O 1.265 0.875 1.143
O -0.805 -0.591 1.864
F -2.381 0.626 0.482
S -0.785 0.201 0.698
H 0.494 -0.954 -0.794
H -1.077 -0.502 -1.700
H 1.116 0.596 2.058
*
```

Its energy is -22745.296 eV. The HOMO-LUMO gap comes out at 0.4068 hartree. Its HOMO energy is -10.90 eV. The energy relative to the best compared isomer or geometry (same formula, charge and spin) is 10.2 kcal/mol.